1.
Computed, not measured: C35H45IrN6O3P as an isolated structure, with ωB97M-V with the def2-TZVPD basis set.

The spin multiplicity is 2. The largest force on an atom comes out at 1.0 eV/Å. For the HOMO energy (spin up / spin down), the calculation gives -0.4937 / -0.4928 hartree. The value obtained for the frontier orbital gap (spin up / spin down) is 0.2329 / 0.1813 Ha. As for the total charge: +2. The expectation value of S² is 0.780. The LUMO energy (spin up / spin down) comes out at -7.096 / -8.478 eV.

Each line ends with the Löwdin charge.
Positions of all 91 atoms, in Å:
Ir -1.351 0.467 -0.806  1.4113
C 0.897 2.206 -1.054  -0.0504
C 0.912 2.328 -2.546  -0.1697
C 1.654 3.287 -3.176  -0.0030
C 1.644 3.374 -4.576  0.0133
C 0.837 2.541 -5.340  -0.0024
C 0.058 1.558 -4.762  -0.1463
C -0.916 0.810 -5.621  -0.0138
C 0.170 1.380 -3.337  -0.1478
N -0.448 0.372 -2.660  0.0072
C -0.545 -0.942 -3.192  -0.4127
O 0.118 -1.358 -4.099  0.1527
C -1.498 -1.810 -2.410  -0.1510
C -1.749 -3.135 -2.677  0.0583
C -2.568 -3.849 -1.800  0.0297
C -3.091 -3.228 -0.677  0.0676
C -2.800 -1.893 -0.461  -0.1269
N -2.061 -1.229 -1.342  -0.0334
C -3.260 -1.052 0.719  -0.4546
O -4.043 -1.487 1.531  0.1189
N -2.744 0.203 0.614  -0.0815
C -3.179 1.311 1.403  -0.2019
C -3.174 1.339 2.794  -0.1963
C -2.752 0.168 3.634  -0.0257
C -3.618 2.516 3.404  -0.0178
C -4.055 3.599 2.662  -0.0471
C -4.072 3.542 1.272  -0.0278
C -3.640 2.395 0.634  -0.2142
C -3.734 2.250 -0.869  -0.0026
H 1.316 3.068 -0.539  0.1110
H 1.409 1.309 -0.718  0.0511
H -0.172 2.203 -0.714  0.0502
H 2.242 3.989 -2.598  0.1303
H 2.236 4.137 -5.064  0.1296
H 0.787 2.687 -6.411  0.1345
H -1.235 1.449 -6.442  0.0998
H -1.804 0.501 -5.069  0.0898
H -0.458 -0.081 -6.048  0.0979
H -1.298 -3.585 -3.551  0.1424
H -2.776 -4.894 -1.989  0.1338
H -3.714 -3.738 0.047  0.1438
H -2.008 -0.449 3.127  0.0515
H -3.602 -0.483 3.838  0.0955
H -2.345 0.509 4.586  0.0884
H -3.626 2.569 4.486  0.1235
H -4.398 4.492 3.167  0.1162
H -4.437 4.384 0.696  0.1208
H -3.834 3.206 -1.379  0.1014
H -4.533 1.578 -1.182  0.1065
H -2.784 1.815 -1.306  0.0166
O -0.166 -0.756 0.261  -0.3645
P 1.278 -0.766 0.848  0.6076
N 2.378 -1.007 -0.324  -0.1775
C 3.778 -0.514 -0.364  -0.1668
C 4.433 -1.368 -1.450  -0.1445
C 3.272 -1.771 -2.355  -0.1473
C 2.163 -2.051 -1.354  -0.1636
N 1.313 -2.031 1.858  -0.1720
C 2.420 -3.017 1.949  -0.1671
C 2.134 -3.719 3.269  -0.1535
C 0.609 -3.751 3.320  -0.1503
C 0.213 -2.374 2.792  -0.1648
N 1.573 0.674 1.568  -0.1708
C 2.735 0.801 2.493  -0.1625
C 2.431 2.057 3.305  -0.1461
C 0.908 2.087 3.354  -0.1457
C 0.511 1.637 1.956  -0.1871
H 4.278 -0.626 0.597  0.1002
H 3.789 0.547 -0.629  0.1172
H 4.883 -2.259 -1.008  0.1222
H 5.217 -0.820 -1.968  0.1223
H 3.494 -2.639 -2.972  0.1259
H 2.987 -0.947 -3.016  0.1155
H 2.264 -3.056 -0.933  0.1148
H 1.165 -1.962 -1.776  0.0829
H 3.393 -2.527 1.933  0.1137
H 2.376 -3.726 1.119  0.1093
H 2.525 -3.131 4.101  0.1207
H 2.588 -4.707 3.306  0.1233
H 0.217 -3.926 4.319  0.1225
H 0.225 -4.534 2.664  0.1201
H 0.163 -1.645 3.606  0.1177
H -0.748 -2.376 2.276  0.1030
H 3.671 0.891 1.948  0.1005
H 2.793 -0.079 3.142  0.1190
H 2.810 2.941 2.787  0.1216
H 2.893 2.021 4.288  0.1242
H 0.505 3.070 3.590  0.1249
H 0.535 1.377 4.095  0.1178
H 0.500 2.490 1.271  0.0897
H -0.466 1.170 1.934  0.0809



2.
Computed, not measured: a 7-piece molecular cluster, C6H24FN12O6 overall at a distorted geometry, with ωB97M-V with the def2-TZVPD basis set.

The spin multiplicity is 1. The largest force on an atom comes out at 3.0 eV/Å. For the HOMO energy, the calculation gives -0.2358 hartree. The value obtained for the frontier orbital gap is 0.3232 Ha. As for the total charge: -1. The LUMO energy comes out at 2.378 eV.

Each line ends with the natural charge from an NBO analysis.
Positions of all 49 atoms, in Å:
F 4.661 -17.452 -18.013  -0.9072
C 4.690 -20.669 -15.762  0.7690
O 4.025 -21.316 -16.566  -0.6704
N 4.980 -19.341 -15.850  -0.8643
N 5.301 -21.307 -14.723  -0.8587
H 4.715 -18.767 -16.642  0.4492
H 5.233 -18.904 -14.982  0.3716
H 5.232 -22.307 -14.729  0.4058
H 5.788 -20.773 -14.029  0.3792
C 8.280 -17.994 -18.661  0.7621
O 9.434 -18.204 -19.050  -0.6949
N 7.304 -18.917 -18.579  -0.8402
N 7.821 -16.765 -18.243  -0.8884
H 7.492 -19.785 -19.051  0.4094
H 6.417 -18.542 -18.285  0.4262
H 6.823 -16.671 -18.107  0.4095
H 8.445 -16.030 -17.966  0.4031
C 5.494 -14.147 -20.801  0.7782
O 4.544 -13.435 -20.545  -0.6286
N 6.594 -13.900 -21.592  -0.8565
N 5.707 -15.336 -20.153  -0.8933
H 6.710 -13.114 -22.208  0.3940
H 7.303 -14.599 -21.688  0.3824
H 6.578 -15.815 -20.005  0.3873
H 4.974 -15.876 -19.714  0.4253
C 3.813 -14.482 -15.947  0.7686
O 3.323 -13.364 -15.738  -0.6890
N 5.154 -14.649 -16.165  -0.8617
N 3.066 -15.539 -16.306  -0.8531
H 5.637 -13.771 -16.244  0.3976
H 5.265 -15.380 -16.857  0.3991
H 2.111 -15.293 -16.499  0.4028
H 3.446 -16.444 -16.533  0.4245
C 4.726 -18.691 -21.903  0.7673
O 3.570 -19.098 -21.929  -0.6460
N 5.470 -18.517 -23.047  -0.8747
N 5.399 -18.449 -20.750  -0.8521
H 5.005 -18.267 -23.897  0.4074
H 6.468 -18.479 -22.949  0.3764
H 4.944 -18.221 -19.879  0.4406
H 6.260 -18.001 -21.013  0.3648
C 1.363 -18.649 -18.605  0.7715
O 0.171 -18.939 -18.443  -0.7070
N 1.872 -17.427 -18.369  -0.8695
N 2.313 -19.511 -19.036  -0.8181
H 2.866 -17.231 -18.435  0.4293
H 1.254 -17.008 -17.690  0.3838
H 3.238 -19.156 -18.860  0.3794
H 2.282 -20.479 -19.285  0.4084



3.
Computed, not measured: one molecule with the formula H4N2 at a distorted geometry, with ωB97M-V with the def2-TZVPD basis set.

As for the SMILES: NN. The spin multiplicity is 1. The largest force on an atom comes out at 3.8 eV/Å. For the HOMO energy, the calculation gives -0.3180 hartree. The value obtained for the frontier orbital gap is 0.3657 Ha. The LUMO energy comes out at 1.296 eV.

Each line ends with the natural charge from an NBO analysis.
Positions of all 6 atoms, in Å:
H -0.720 -0.176 1.237  0.3281
H 0.833 0.235 1.241  0.3447
H 0.365 0.319 -1.340  0.3400
H -0.980 -0.384 -0.784  0.3393
N 0.036 0.372 0.620  -0.6957
N 0.036 -0.371 -0.670  -0.6565



What is the spin multiplicity in the third record? 1